[1]
The following is a DFT calculation (wB97M-V/def2-TZVPD) of a molecular structure, C24H26N7O5S3SiTl.

The geometry in XYZ format:
```
67
Properties=species:S:1:pos:R:3:forces:R:3
Tl 0.0510 -0.1591 0.7320 -0.2 0.4 1.0
C 0.4382 -1.4816 -2.6122 0.0 0.1 0.1
C 0.4183 0.0097 -2.7469 -0.1 0.1 0.1
C 0.8975 0.5896 -3.9467 0.1 0.1 -0.2
C 0.8460 1.9374 -4.1157 0.0 -0.1 0.0
C 0.2661 2.7508 -3.1177 -0.1 -0.3 0.3
C 0.1326 4.1432 -3.2728 0.0 0.2 0.0
C -0.4483 4.8836 -2.2770 0.0 0.0 -0.2
C -0.9293 4.2599 -1.1238 0.1 -0.2 0.0
C -0.8268 2.8903 -0.9263 -0.3 0.1 0.1
S -1.5506 2.1935 0.4824 0.0 -0.3 0.1
C -0.1950 2.0978 -1.9405 0.1 0.6 -0.3
N -0.0629 0.7554 -1.7766 0.1 -0.5 0.0
H 1.4248 -1.8810 -2.8564 0.0 0.0 0.0
H -0.2843 -1.9093 -3.3117 0.0 0.0 0.0
H 0.1531 -1.7968 -1.6140 0.0 -0.1 0.0
H 1.3129 -0.0580 -4.7090 0.0 0.0 0.0
H 1.2333 2.4053 -5.0148 0.0 0.0 0.0
H 0.4962 4.6112 -4.1807 0.0 0.0 0.0
H -0.5548 5.9574 -2.3825 0.0 0.0 0.0
H -1.4038 4.8434 -0.3465 0.0 0.0 0.0
O 5.5427 -4.2946 -0.9548 0.2 -0.1 -0.1
C 4.2565 -4.0934 -1.3676 0.1 0.0 -0.1
O 3.7408 -4.8965 -2.0890 0.0 0.0 0.1
C 3.6804 -2.8077 -0.9295 -0.2 0.2 0.1
C 4.2282 -1.5630 -1.1913 0.0 -0.1 -0.1
N 3.3706 -0.6515 -0.7198 0.2 0.0 0.0
N 2.3178 -1.2227 -0.1434 -0.3 -0.2 -0.1
C 2.4639 -2.5307 -0.2616 0.1 0.0 0.1
C 1.4026 -3.4328 0.3614 -0.1 0.0 -0.1
O 1.7462 -4.5753 0.6779 0.1 0.0 -0.1
O 0.2852 -2.8662 0.4768 0.0 0.1 0.0
H 5.8074 -3.5834 -0.3606 -0.2 0.0 0.1
H 5.1333 -1.2794 -1.7034 0.0 0.0 0.0
H 3.3904 0.3741 -0.7340 -0.1 0.0 0.0
S 1.4120 0.4361 3.1634 -0.2 0.0 -0.2
C 2.9320 1.0712 2.6679 -0.2 0.1 -0.4
C 3.9842 0.9301 3.6182 0.5 -0.1 0.3
N 4.8178 0.8230 4.4083 0.0 0.0 0.0
C 3.2166 1.6647 1.4640 -0.6 -0.2 0.1
S 2.0793 1.9583 0.1760 -0.2 -0.1 0.2
C 4.5531 2.0239 1.1525 0.6 0.1 -0.1
N 5.6245 2.3114 0.8284 -0.1 0.0 0.0
C -1.9715 1.1377 4.0267 0.0 -0.2 -0.2
Si -2.7385 -0.2984 3.0736 -0.3 0.1 0.2
C -3.5311 -1.5162 4.3140 0.2 0.1 -0.1
C -4.2081 0.3855 2.0785 0.3 -0.1 0.0
C -1.5018 -1.2593 2.0747 0.6 0.6 -0.6
H -2.6728 1.6117 4.7176 -0.1 -0.1 0.0
H -1.6202 1.8935 3.3215 0.0 0.0 0.0
H -1.0984 0.8041 4.5903 0.0 0.0 0.0
H -4.3514 -1.0537 4.8694 0.0 0.1 0.0
H -2.7921 -1.8692 5.0359 0.0 0.0 0.0
H -3.9302 -2.3898 3.7942 0.0 0.0 0.0
H -4.9722 0.8002 2.7408 0.0 0.0 0.1
H -4.6765 -0.3945 1.4728 0.0 -0.1 0.0
H -3.8667 1.1800 1.4147 0.0 0.0 -0.1
H -1.8921 -1.9711 1.3527 -0.1 -0.1 0.1
H -0.7751 -1.7693 2.7078 0.0 -0.1 0.0
N -3.7585 0.3907 -1.4466 0.3 0.4 0.1
C -3.3424 -0.8836 -1.1988 0.1 -0.6 -0.2
N -4.3624 -1.8407 -1.2215 0.0 0.1 0.0
O -2.1794 -1.2228 -1.0808 -0.5 0.1 0.0
H -4.7281 0.6028 -1.2831 0.0 0.0 0.0
H -3.1046 1.0966 -1.0961 0.0 -0.1 0.0
H -5.2657 -1.5444 -0.8893 0.0 0.0 0.0
H -4.0598 -2.7280 -0.8516 0.1 0.0 0.0
```
Positions in Å, forces in eV/Å.

## Properties
Gap between HOMO and LUMO = 6.1 eV
Lowest unoccupied orbital energy = 4.2 eV
Total charge = -2
HOMO energy = -0.07044 hartree


[2]
The following is a DFT calculation (wB97M-V/def2-TZVPD) of a molecular structure, C26H38CsN10O11.

The geometry in XYZ format:
```
86
Properties=species:S:1:pos:R:3:forces:R:3
Cs 0.1567 -0.4179 -0.4584 -1.1 0.1 0.3
C 1.8630 3.9118 1.7550 -0.1 -0.1 0.1
N 0.9491 3.1246 2.5744 -0.1 0.0 0.0
C 0.2790 3.8471 3.6540 -0.1 0.0 0.0
C 0.5008 1.9358 2.0984 0.2 0.2 0.0
O 0.9995 1.3788 1.1224 0.4 1.4 1.3
C -0.6521 1.2989 2.8617 0.1 0.0 0.1
O -1.0625 0.1396 2.1880 0.0 0.2 0.1
C -1.8495 -0.7043 2.9799 0.1 0.1 0.0
C -2.6260 -1.6109 2.0321 -0.1 0.0 -0.2
O -2.9538 -1.2193 0.9198 0.1 -0.2 0.2
N -2.9091 -2.8612 2.4772 0.0 0.0 -0.1
C -2.5992 -3.3142 3.8280 0.0 0.1 0.0
C -3.5044 -3.8301 1.5616 0.0 0.1 0.2
H 2.5990 4.4069 2.3924 -0.1 -0.1 0.0
H 1.3107 4.6754 1.1963 0.0 -0.1 0.1
H 2.3724 3.2550 1.0578 0.0 0.0 0.0
H 0.9973 4.5310 4.1075 0.0 0.0 0.0
H -0.0541 3.1628 4.4343 0.0 0.0 -0.1
H -0.5758 4.4188 3.2728 0.2 -0.2 0.1
H -1.4755 2.0201 2.9117 0.0 0.0 0.0
H -0.3088 1.0608 3.8787 0.0 0.0 0.0
H -2.5678 -0.1298 3.5792 -0.1 0.0 0.0
H -1.2004 -1.2775 3.6464 0.0 0.0 0.0
H -2.8264 -2.5434 4.5652 0.0 0.0 0.0
H -1.5509 -3.6145 3.9270 0.0 0.0 0.0
H -3.2289 -4.1721 4.0514 0.0 0.0 0.0
H -3.4403 -3.4480 0.5494 0.0 0.1 -0.1
H -4.5523 -4.0152 1.8106 0.0 0.0 0.0
H -2.9547 -4.7714 1.6257 0.0 0.0 0.0
O -0.8848 -2.9155 -1.8253 0.0 -0.1 -0.1
C 0.0088 -2.3551 -2.4911 -0.1 -0.4 -0.4
O 1.1673 -2.0815 -2.0790 0.6 -1.0 -1.0
C -0.3624 -1.8554 -3.8756 0.0 0.0 0.0
C 0.1799 -2.4356 -4.9789 0.0 0.0 -0.1
C -0.1823 -2.0061 -6.2736 0.0 0.0 0.0
C -1.1176 -1.0118 -6.4428 0.1 0.0 0.2
C -1.6745 -0.4198 -5.3213 -0.1 0.1 0.1
C -1.2708 -0.7219 -3.9641 0.1 -0.2 -0.1
O -1.5887 -0.0618 -2.9423 -0.1 0.0 -0.4
N -2.7252 0.5440 -5.5728 -0.3 0.1 -0.4
O -3.6266 0.6611 -4.7567 0.1 0.0 0.1
O -2.7168 1.1701 -6.6331 0.2 -0.1 0.3
N 0.3978 -2.6349 -7.4301 0.1 -0.1 -0.3
O 1.2214 -3.5271 -7.2593 -0.1 0.1 0.1
O 0.0544 -2.2596 -8.5490 0.0 0.0 0.3
H 0.8950 -3.2413 -4.8724 0.0 0.0 0.0
H -1.4253 -0.7013 -7.4251 0.0 0.0 -0.1
C -3.0574 3.1501 -2.9034 0.0 0.0 0.2
N -2.5883 3.2626 -1.5337 0.0 0.0 0.2
C -2.2129 4.4881 -0.8702 0.1 0.0 0.1
C -2.0086 4.0027 0.5783 0.1 0.0 -0.2
O -1.5907 4.7161 1.4865 -0.2 0.0 -0.4
N -2.3255 2.6893 0.6506 -0.1 -0.1 0.1
C -2.6713 2.2973 -0.5883 0.0 0.0 -0.1
N -3.0820 1.0707 -0.8907 0.1 0.0 -0.2
H -2.7549 4.0383 -3.4523 0.0 0.0 0.0
H -4.1469 3.0545 -2.9598 0.1 0.0 0.0
H -2.6143 2.2822 -3.3823 0.0 -0.1 0.0
H -2.9941 5.2510 -0.9130 0.0 0.0 0.0
H -1.2882 4.9100 -1.2673 0.0 0.0 0.0
H -2.9644 0.3449 -0.1921 -0.1 0.0 0.2
H -2.9711 0.7490 -1.8551 0.0 0.0 0.1
C 1.2624 -4.8904 -0.1773 0.0 0.1 0.0
C -0.0527 -4.7704 0.5625 0.1 0.0 0.1
N 0.0804 -3.8739 1.7205 0.2 0.0 -0.1
C 1.2723 -3.3261 2.1582 0.0 0.0 -0.1
N 1.1942 -2.2815 2.9184 0.0 -0.1 0.0
C 2.4374 -1.7089 3.3971 -0.1 0.1 0.0
C 3.5837 -1.9171 2.4198 -0.1 -0.1 0.0
C 3.7116 -3.4048 2.1408 -0.1 0.0 0.0
N 2.4200 -3.9628 1.7654 0.0 0.1 -0.1
C 2.3721 -5.0902 0.8377 0.0 0.1 0.1
H 1.4393 -3.9814 -0.7593 0.0 0.0 0.0
H 1.2212 -5.7312 -0.8727 0.0 0.0 0.0
H -0.3718 -5.7570 0.9151 0.0 0.0 0.0
H -0.8009 -4.3674 -0.1160 0.0 0.0 0.0
H -0.6354 -3.1758 1.8155 -0.2 0.0 0.0
H 2.7112 -2.1360 4.3727 0.0 0.0 0.0
H 2.2814 -0.6387 3.5646 0.0 0.0 0.0
H 4.5223 -1.5246 2.8137 0.0 0.0 0.0
H 3.3638 -1.3904 1.4878 0.0 0.0 0.0
H 4.1137 -3.9169 3.0222 0.0 0.0 0.1
H 4.4058 -3.5826 1.3207 0.1 0.0 -0.1
H 2.2272 -6.0314 1.3844 0.0 0.0 0.0
H 3.3416 -5.1521 0.3454 0.1 0.0 0.0
```
Positions in Å, forces in eV/Å.

## Properties
Gap between HOMO and LUMO = 6.7 eV
Lowest unoccupied orbital energy = 1.7 eV
Total charge = -1
HOMO energy = -0.18062 hartree


[3]
The following is a DFT calculation (wB97M-V/def2-TZVPD) of a molecular structure, C11H25LiNO8.

The geometry in XYZ format:
```
46
Properties=species:S:1:pos:R:3:forces:R:3
Li -1.1829 -1.6500 2.9542 0.0 0.4 0.6
C -2.0048 1.5530 2.3321 0.2 -2.7 0.1
O -2.0406 0.2158 2.8581 0.0 2.2 -1.0
H -2.6743 2.3200 2.7212 -0.2 0.1 1.3
H -0.9937 1.9542 2.2630 0.6 0.4 0.5
H -2.3206 1.6590 1.2942 -0.3 -0.6 -1.2
C 1.2321 2.5056 -2.7987 -1.2 0.4 0.4
C 0.0494 1.9721 -1.9844 0.3 -1.4 0.1
N -0.0347 0.4342 -2.1087 -2.0 -1.1 1.1
C -1.2124 -0.1014 -1.2307 1.0 1.7 1.4
C -0.5396 -0.0223 -3.5006 2.4 -0.9 1.1
C -1.7634 0.6162 -4.0653 0.9 0.6 0.3
C 1.2994 -0.3281 -1.7308 -0.2 1.1 -1.6
C 2.0862 0.2052 -0.5410 -0.3 0.5 -1.5
O 1.2506 0.1828 0.4993 -1.1 -0.3 2.3
C 1.8810 0.2335 1.7550 -0.5 -1.4 1.2
H 1.0466 3.5797 -2.7999 0.5 0.2 -0.2
H 1.2581 2.1462 -3.8274 0.0 0.0 0.0
H 2.1651 2.2941 -2.2763 0.0 0.1 -0.3
H -0.9685 2.3016 -2.1929 0.3 0.2 -0.8
H 0.1468 2.2985 -0.9489 0.3 -0.8 0.3
H -2.0887 0.5452 -1.2778 0.1 0.2 -0.7
H -0.8595 0.0986 -0.2190 -0.2 -0.9 0.3
H -1.5368 -1.1156 -1.4637 0.7 0.1 0.1
H -0.6850 -1.0896 -3.3335 -0.1 -0.1 -0.2
H 0.3903 0.0123 -4.0683 -0.4 0.4 -0.9
H -1.6919 0.3554 -5.1212 -0.7 0.0 -0.1
H -1.6318 1.6953 -3.9853 -0.4 0.1 -0.3
H -2.6720 0.3051 -3.5500 0.0 0.0 -0.4
H 1.9206 -0.2417 -2.6223 0.0 0.3 -0.2
H 1.1175 -1.3997 -1.6501 -0.5 0.3 0.4
H 2.3809 1.2542 -0.5724 0.7 0.2 -1.1
H 2.9793 -0.4133 -0.4523 0.2 -0.3 0.1
H 2.5482 -0.6183 1.8869 -0.1 -0.4 -0.2
H 1.0482 0.0714 2.4393 0.3 0.3 0.4
H 2.5076 1.0787 2.0396 -0.4 0.9 -0.6
O 0.7352 -2.9723 0.1053 0.8 -1.0 -2.3
C 0.0849 -2.9562 1.2470 -0.2 3.5 4.9
O 0.6506 -2.6122 2.2890 3.0 -0.7 0.7
O -1.1404 -2.8864 1.2795 -3.8 -1.4 -2.5
H -0.0511 -2.9708 -0.4455 -0.1 -0.2 -1.0
O -0.4302 -2.4329 7.1312 -0.6 -1.2 1.6
C -0.2931 -2.1433 5.8276 -0.4 1.7 -1.7
O -1.1855 -2.2843 5.0352 -3.2 -1.5 -1.8
O 0.7622 -1.5637 5.5912 3.3 1.0 -0.2
H 0.4607 -2.0859 7.2181 0.9 0.1 1.8
```
Positions in Å, forces in eV/Å.

## Properties
2S+1 = 2
Gap between HOMO and LUMO (spin up / spin down) = 3.0 / 6.0 eV
Lowest unoccupied orbital energy (spin up / spin down) = 4.7 / 4.8 eV
Total charge = -2
HOMO energy (spin up / spin down) = 0.06190 / -0.04494 hartree


[4]
The following is a DFT calculation (wB97M-V/def2-TZVPD) of a molecular structure, H18O11V.

The geometry in XYZ format:
```
30
Properties=species:S:1:pos:R:3:forces:R:3
O 0.9115 -0.9636 0.2230 0.2 0.8 0.2
V -0.1522 -0.1751 -0.6563 -1.3 0.2 -0.1
O -0.0388 1.4247 -0.3029 0.4 -2.8 -0.4
O 1.5891 -4.0802 1.0609 0.1 0.0 -0.6
H 1.8221 -3.1711 1.2495 0.5 0.6 0.2
H 0.7315 -4.1978 1.4694 -0.5 -0.3 0.4
O -0.6954 -2.3709 -1.4086 -0.3 1.4 0.1
H -0.4761 -3.3023 -1.4361 0.6 -0.4 0.2
H -1.5245 -2.3055 -1.8824 -0.5 -0.1 -0.3
O 0.3496 1.0321 3.0037 -0.2 -0.4 -0.4
H 0.1886 1.7862 2.4366 0.0 0.3 -0.1
H 0.2544 1.3753 3.8922 0.1 0.0 0.4
O -2.4588 1.9577 1.3055 0.2 -0.1 0.0
H -2.6198 2.0998 2.2383 -0.2 0.0 0.5
H -2.5428 2.8265 0.9124 -0.2 0.2 -0.2
O -1.6179 0.3871 -2.4684 1.0 -0.3 1.0
H -1.2703 1.2374 -2.7372 0.2 0.5 -0.3
H -2.4835 0.3424 -2.8744 -0.6 -0.3 0.0
O 1.3658 -0.2919 -2.4167 -0.8 0.1 1.5
H 1.5552 -0.2064 -3.3511 -0.4 0.1 -0.7
H 2.2190 -0.2108 -1.9905 0.5 -0.1 0.1
O -0.2242 4.5559 -0.3909 0.1 -0.2 -0.2
H 0.0049 4.4181 0.5282 0.2 0.2 0.3
H -1.0861 4.1507 -0.4867 -0.3 0.1 -0.1
O -1.9014 -0.5514 0.7945 1.3 -0.4 -2.0
H -2.2358 0.3297 0.9619 -0.6 1.5 0.2
H -2.0186 -1.0143 1.6241 0.5 -0.6 0.3
O 4.0511 -1.9429 -0.0596 -0.7 -0.2 -0.3
H 3.8178 -1.0158 -0.0125 0.2 0.4 0.1
H 4.4857 -2.1237 0.7739 0.4 -0.2 0.4
```
Positions in Å, forces in eV/Å.

## Properties
2S+1 = 2
Gap between HOMO and LUMO (spin up / spin down) = 7.3 / 3.4 eV
Lowest unoccupied orbital energy (spin up / spin down) = -9.7 / -13.6 eV
Total charge = +2
HOMO energy (spin up / spin down) = -0.62608 / -0.62570 hartree


[5]
The following is a DFT calculation (wB97M-V/def2-TZVPD) of 2 unconnected molecules or ions with the total composition C10H13BrSi.

The geometry in XYZ format:
```
25
Properties=species:S:1:pos:R:3:forces:R:3
C 2.4774 0.4429 2.9586 -1.1 1.7 0.5
C 1.4787 1.2740 2.4242 0.2 -0.7 -0.2
C 2.5579 -0.8789 2.7010 1.2 -0.8 -0.6
C 0.6379 0.7183 1.4641 -0.9 -0.8 0.3
C 1.6918 -1.4202 1.8091 -2.4 -1.9 -0.9
C 0.6538 -0.6689 1.2246 1.3 0.6 -0.6
C -1.7364 -0.4568 -0.9365 1.6 -0.2 0.3
C -1.5026 0.4874 -1.8633 -1.0 -0.2 0.7
C -2.7601 1.0971 -2.5249 1.6 -2.9 -1.5
C -0.1593 0.8359 -2.5225 -0.3 -1.6 4.6
Si -0.4605 -1.4942 -0.0347 0.9 -1.6 -1.4
Br -1.6367 -3.0144 1.2480 0.5 0.5 -0.7
H 3.1496 0.7310 3.7128 0.7 1.2 0.8
H 1.2836 2.2797 2.7703 0.4 0.1 -0.1
H 3.4122 -1.4085 3.1123 -0.4 -0.3 0.1
H -0.1882 1.2566 1.0043 0.3 0.4 0.1
H 1.5852 -2.5104 1.6399 0.7 0.6 0.1
H -2.7585 -0.7289 -0.7204 -0.3 0.2 0.2
H -3.1072 0.0623 -3.0854 0.5 3.2 0.3
H -3.6178 1.4133 -1.9520 0.2 0.2 0.6
H -2.2537 1.8956 -3.0850 -1.4 -0.1 -0.8
H -0.2759 0.7641 -3.5090 -0.5 0.1 -4.1
H 0.5707 0.0665 -2.2501 0.0 0.0 0.1
H 0.2788 1.7578 -2.2154 0.0 1.0 0.1
H 0.6792 -2.5011 -1.3699 -1.8 1.6 2.2
```
Positions in Å, forces in eV/Å.

## Properties
Gap between HOMO and LUMO = 9.6 eV
Lowest unoccupied orbital energy = 0.4 eV
HOMO energy = -0.33661 hartree


[6]
The following is a DFT calculation (wB97M-V/def2-TZVPD) of a gas-phase ion, C4H11N2S (charge -1).

The geometry in XYZ format:
```
18
Properties=species:S:1:pos:R:3:forces:R:3
C 0.1073 0.3617 0.0349 -0.7 -0.7 1.3
N 0.7995 -0.9338 0.1564 0.1 -0.2 0.0
C 1.1748 -1.4563 -1.1440 0.2 0.0 -0.2
N 2.4237 -0.8927 -1.6491 -0.2 -0.6 0.2
C -0.7611 0.6980 1.2753 -0.3 1.9 0.1
C -2.1290 1.3819 0.9009 0.5 -1.2 -0.8
S -3.3804 1.4771 2.2104 0.4 0.1 -0.1
H 0.8524 1.1464 -0.1066 -0.2 0.0 -0.4
H -0.6066 0.2420 -0.7812 0.1 0.6 -0.6
H 0.1678 -1.6176 0.5620 -0.1 0.3 0.2
H 0.3734 -1.2674 -1.8744 0.1 -0.2 -0.1
H 1.3629 -2.5354 -1.0522 -0.3 0.2 0.0
H 3.0222 -1.0064 -0.8354 0.4 0.6 -0.3
H 2.3243 0.0828 -1.8941 0.0 0.1 0.3
H -0.2527 1.4643 1.9007 0.0 -0.9 0.1
H -1.0715 -0.1735 1.8514 0.4 -0.1 0.1
H -1.9606 2.3141 0.3566 0.2 0.4 0.3
H -2.4464 0.7149 0.0885 -0.6 -0.1 0.0
```
Positions in Å, forces in eV/Å.

## Properties
Gap between HOMO and LUMO = 5.9 eV
Lowest unoccupied orbital energy = 3.6 eV
Total charge = -1
HOMO energy = -0.08647 hartree